Here is 2 unconnected molecules or ions with the total composition C2H9N2O at a distorted geometry from the Open Molecules 2025 dataset. Energies are from wB97M-V/def2-TZVPD.

```
14
Properties=species:S:1:pos:R:3:mulliken_charge:R:1
H -0.827 1.181 -1.064 0.324
H -2.181 -1.573 1.503 0.128
H 0.124 0.767 0.998 0.313
H 0.042 0.312 -1.913 0.356
C 1.212 1.479 -0.606 -0.331
N 0.111 1.238 -1.498 -0.798
H 1.276 2.529 -0.255 0.301
N 1.047 0.749 0.708 -0.816
O -0.946 -0.948 -0.132 -0.769
H -0.328 -1.829 1.431 0.127
C -1.319 -1.826 0.786 -0.703
H -1.315 -2.831 0.423 0.220
H 2.162 0.999 -0.861 0.340
H 0.942 -0.248 0.480 0.305
```

Summary:
Max |F|: 3.730 eV/A
LUMO: 4.670 eV
Net charge: -1
Frontier orbital gap: 0.2566 hartree
Energy relative to the best compared isomer or geometry (same formula, charge and spin): 154.6 kJ/mol

Here is 2 unconnected molecules or ions with the total composition C2H9N2O at a distorted geometry from the Open Molecules 2025 dataset. Energies are from wB97M-V/def2-TZVPD.

```
14
Properties=species:S:1:pos:R:3:mulliken_charge:R:1
H -0.300 -0.975 -2.446 0.356
H 0.166 -0.082 -1.039 0.365
H 1.903 1.519 1.467 0.238
H 1.595 -1.158 2.673 0.343
H 1.776 1.266 3.152 0.258
N 1.960 0.877 2.245 -0.365
H -2.347 0.136 -0.588 0.309
C -1.849 0.221 -1.547 -0.744
O 0.987 -0.645 0.846 -0.587
N -0.575 -0.580 -1.549 -0.292
H -2.505 -0.023 -2.377 0.334
C 1.478 -0.353 1.928 0.090
H -0.746 -1.446 -1.035 0.356
H -1.542 1.243 -1.729 0.338
```

Summary:
Max |F|: 1.578 eV/A
LUMO: -3.350 eV
Net charge: +1
Frontier orbital gap: 0.3966 hartree
Energy relative to the best compared isomer or geometry (same formula, charge and spin): 84.7 kJ/mol

Here is 2 unconnected molecules or ions with the total composition C2H9N2O at a distorted geometry from the Open Molecules 2025 dataset. Energies are from wB97M-V/def2-TZVPD.

```
14
Properties=species:S:1:pos:R:3:mulliken_charge:R:1
H -0.902 2.040 0.117 0.265
H -0.029 -0.653 0.291 0.354
H -3.081 -0.772 -1.102 0.325
H -0.316 0.193 1.764 0.353
H 3.761 -0.848 -0.036 0.307
C -2.047 -0.266 0.458 0.141
H -0.082 1.176 -1.015 0.295
C -0.638 0.164 0.701 -0.585
N -0.159 1.348 -0.014 -0.430
H -2.530 -2.036 -0.268 0.351
N -2.236 -1.111 -0.629 -0.406
H -2.841 0.457 0.629 0.336
H 4.847 0.274 0.258 0.330
O 4.260 -0.126 -0.387 -0.636
```

Summary:
Max |F|: 4.536 eV/A
LUMO: -7.562 eV
Net charge: +1
Frontier orbital gap: 0.2310 hartree
Energy relative to the best compared isomer or geometry (same formula, charge and spin): 446.8 kJ/mol

Here is 2 unconnected molecules or ions with the total composition C2H9N2O at a distorted geometry from the Open Molecules 2025 dataset. Energies are from wB97M-V/def2-TZVPD.

```
14
Properties=species:S:1:pos:R:3:mulliken_charge:R:1
H 0.547 2.889 -0.497 0.324
C -0.763 -0.555 -0.414 0.081
H 0.389 0.006 2.367 0.382
N -1.322 -1.526 -1.173 -0.381
H 0.502 -1.833 0.781 0.301
H -2.048 -1.326 -1.835 0.221
C 0.171 -0.846 0.502 -0.592
H 1.257 1.849 -1.345 0.313
H -1.133 -2.486 -0.943 0.201
N 0.708 0.197 1.415 -0.221
H 1.724 0.089 1.466 0.363
H 0.514 1.161 1.141 0.302
O 0.517 1.952 -0.735 -0.641
H -1.064 0.429 -0.729 0.349
```

Summary:
Max |F|: 1.271 eV/A
LUMO: -3.334 eV
Net charge: +1
Frontier orbital gap: 0.3438 hartree
Energy relative to the best compared isomer or geometry (same formula, charge and spin): 151.0 kJ/mol

Here is 4 unconnected molecules or ions with the total composition C2H9N2O at a distorted geometry from the Open Molecules 2025 dataset. Energies are from wB97M-V/def2-TZVPD.

```
14
Properties=species:S:1:pos:R:3:mulliken_charge:R:1
O -0.911 1.689 2.565 -0.632
H -0.008 1.825 -1.854 0.118
H 2.151 -2.240 -0.319 0.382
N -1.576 -0.242 0.059 -0.224
C 1.932 -1.086 -0.403 -0.592
H -2.416 -0.426 -0.414 0.300
C -0.493 -0.593 -0.627 -0.169
H -1.100 1.053 1.856 0.343
H -1.519 1.427 3.287 0.341
H -0.788 1.690 -1.205 -0.023
H -0.772 -0.931 -1.675 0.434
H 2.695 -0.599 0.185 0.316
H 2.096 -0.889 -1.592 0.337
N 0.710 -0.678 0.137 0.068
```

Summary:
Max |F|: 4.906 eV/A
LUMO: -9.667 eV
Net charge: +1
Frontier orbital gap: 0.1676 hartree
Energy relative to the best compared isomer or geometry (same formula, charge and spin): 899.0 kJ/mol

Here is 2 unconnected molecules or ions with the total composition C2H9N2O3 at a distorted geometry from the Open Molecules 2025 dataset. Energies are from wB97M-V/def2-TZVPD.

```
16
Properties=species:S:1:pos:R:3:mulliken_charge:R:1
O -0.330 0.516 0.081 -0.691
O -1.112 1.070 -1.956 -0.459
H -0.173 -1.960 -1.319 0.300
H 0.357 -1.827 -3.619 0.355
H -0.701 2.295 2.525 0.380
H -1.181 0.681 -2.836 0.375
C 0.272 -0.953 -1.705 0.209
O 0.108 -0.941 -3.099 -0.623
H -1.028 0.823 1.818 0.333
H -1.090 1.228 3.535 0.394
H 1.972 -0.100 -1.835 0.250
N -1.280 1.440 2.557 -0.434
H 1.750 -0.909 -0.284 0.261
N 1.678 -0.886 -1.335 -0.567
C -0.447 0.272 -1.103 0.508
H -2.280 1.709 2.397 0.407
```

Summary:
Max |F|: 3.707 eV/A
LUMO: -3.826 eV
Net charge: +1
Frontier orbital gap: 0.3353 hartree
Energy relative to the best compared isomer or geometry (same formula, charge and spin): 27.6 kJ/mol

Here is 2 unconnected molecules or ions with the total composition C2H9N2O3P at a distorted geometry from the Open Molecules 2025 dataset. Energies are from wB97M-V/def2-TZVPD.

```
17
Properties=species:S:1:pos:R:3:mulliken_charge:R:1
H -1.823 -2.791 1.505 0.255
N 3.988 0.826 -1.385 -0.259
H -0.278 2.184 -1.211 0.262
O -1.036 -1.490 0.191 -0.293
H -2.013 1.311 -1.010 0.222
P 0.115 -0.341 0.517 0.388
O 0.275 -0.348 2.084 -0.489
O -0.712 1.133 0.558 -0.257
H 4.662 0.336 -0.620 0.240
H 2.740 0.303 -2.606 0.239
H 0.971 0.146 2.463 0.323
C -1.101 1.869 -0.541 -0.554
H -2.725 -2.604 0.034 0.237
H -2.845 -1.301 1.256 0.264
C -2.194 -2.046 0.822 -0.559
H -1.397 2.918 -0.134 0.200
N 3.375 -0.103 -1.923 -0.218
```

Summary:
Max |F|: 2.689 eV/A
SMILES: [H]/N=N/[H].COP(O)OC
LUMO: 0.773 eV
Net charge: 0
Frontier orbital gap: 0.3619 hartree
Energy relative to the best compared isomer or geometry (same formula, charge and spin): 286.3 kJ/mol

Here is 2 unconnected molecules or ions with the total composition C2H9N2OP at a distorted geometry from the Open Molecules 2025 dataset. Energies are from wB97M-V/def2-TZVPD.

```
15
Properties=species:S:1:pos:R:3:mulliken_charge:R:1
C 1.001 0.390 1.505 -0.430
N -0.663 -2.321 -1.489 -0.412
H -1.039 -2.901 -2.218 0.246
P -0.974 2.093 0.760 -0.101
O 0.240 -0.629 0.882 -0.489
H 0.885 0.219 2.578 0.267
H -0.837 3.375 0.420 -0.026
N -0.954 -0.894 -1.874 -0.510
H 1.216 2.614 1.258 0.448
C 0.606 1.796 1.226 -0.219
H -0.449 -0.590 -2.702 0.201
H 2.025 0.153 1.082 0.246
H 0.358 -2.329 -1.439 0.194
H -0.716 -0.697 1.147 0.308
H -0.699 -0.278 -1.136 0.277
```

Summary:
Max |F|: 3.454 eV/A
SMILES: [H]/P=C/CO.NN
LUMO: 0.103 eV
Net charge: 0
Frontier orbital gap: 0.3307 hartree
Energy relative to the best compared isomer or geometry (same formula, charge and spin): 411.7 kJ/mol

Here is 2 unconnected molecules or ions with the total composition C2H9N2PS3 at a distorted geometry from the Open Molecules 2025 dataset. Energies are from wB97M-V/def2-TZVPD.

```
17
Properties=species:S:1:pos:R:3:mulliken_charge:R:1
H -0.250 0.517 2.902 0.270
H 2.270 0.862 0.035 0.239
C 0.736 -0.087 3.050 -0.700
H 1.928 2.067 -1.271 0.345
S 1.145 -0.984 1.536 -0.161
H 1.781 0.250 -1.751 0.225
P -0.608 -0.681 0.426 0.098
H -2.127 -1.336 -3.211 0.323
H -3.280 0.753 -1.624 0.297
N -3.261 -0.145 -2.144 -0.448
H 0.712 -0.935 3.906 0.216
H 1.489 0.565 3.232 0.305
N -2.155 -0.496 -2.613 0.145
S -0.015 1.223 -0.365 -0.243
C 1.777 1.064 -0.952 -0.696
S -0.490 -1.981 -1.168 -0.424
H -1.379 0.041 -2.384 0.208
```

Summary:
Max |F|: 4.814 eV/A
LUMO (alpha / beta): -1.255 / -1.823 eV
Net charge: 0
Frontier orbital gap (alpha / beta): 0.2331 / 0.2091 hartree
Energy relative to the best compared isomer or geometry (same formula, charge and spin): 151.1 kJ/mol

Here is 2 unconnected molecules or ions with the total composition C2H9N2S at a distorted geometry from the Open Molecules 2025 dataset. Energies are from wB97M-V/def2-TZVPD.

```
14
Properties=species:S:1:pos:R:3:mulliken_charge:R:1
H -0.789 -1.140 -1.004 0.208
N -0.054 -1.251 -1.713 -0.591
H 1.030 0.052 -2.662 0.326
C 0.712 0.024 -1.614 -0.428
C -0.604 1.538 1.409 -0.923
S -0.980 -0.292 1.293 -0.657
N 1.828 0.223 -0.672 -0.690
H 0.478 -2.099 -1.622 0.206
H -0.024 0.794 -1.404 0.289
H 2.053 -0.723 -0.337 0.272
H -0.992 2.071 0.544 0.174
H 1.318 0.429 0.196 0.261
H -1.106 1.942 2.298 0.284
H 0.437 1.652 1.716 0.268
```

Summary:
Max |F|: 2.008 eV/A
LUMO: 4.263 eV
Net charge: -1
Frontier orbital gap: 0.2513 hartree
Energy relative to the best compared isomer or geometry (same formula, charge and spin): 93.9 kJ/mol

Look up the energy relative to the best compared isomer or geometry (same formula, charge and spin) of the third one. 446.8 kJ/mol